ORCA calculation (ωB97M-V/def2-TZVPD) on a 3-piece molecular cluster, C21H46N5O9P2S overall at a distorted geometry.

Output
E_LUMO: -3.6 eV
gap between HOMO and LUMO: 7.8 eV

ORCA input file:
```
! RIJCOSX wB97M-V def2-TZVPD def2/J DEFGRID3
* xyz 1 1
N 2.985 4.731 3.606
C 2.206 5.688 3.211
N 1.874 6.711 4.133
C 1.924 7.929 3.270
C 1.285 7.325 1.997
N 1.582 5.872 2.002
C 2.572 5.370 0.972
C 2.157 5.636 -0.484
C 2.681 4.486 -1.389
C 3.624 5.008 -2.510
S 5.283 5.204 -1.752
C 6.448 4.535 -2.861
N 7.000 5.161 -3.854
N 7.860 4.320 -4.471
C 7.835 3.202 -3.811
O 6.961 3.275 -2.807
H 3.473 4.078 3.010
H 3.128 4.628 4.603
H 0.904 6.541 4.409
H 2.979 8.066 3.006
H 1.396 8.753 3.736
H 1.341 7.867 1.052
H 0.206 7.405 2.226
H 2.649 4.287 1.125
H 3.578 5.763 1.189
H 1.059 5.627 -0.495
H 2.477 6.626 -0.819
H 3.303 3.798 -0.805
H 1.852 3.900 -1.795
H 3.292 5.998 -2.836
H 3.615 4.325 -3.360
H 8.446 2.347 -4.056
O 1.160 0.683 -2.165
P 0.495 -0.521 -2.743
O 0.865 -1.709 -1.687
C 0.231 -1.712 -0.408
C -1.236 -2.095 -0.493
O 1.554 -0.903 -3.935
C 2.520 0.038 -4.396
C 3.842 -0.133 -3.671
O -0.658 -1.425 -3.509
C -1.735 -0.711 -4.159
C -1.239 0.178 -5.283
H 0.348 -0.733 0.068
H 0.764 -2.442 0.201
H -1.814 -1.318 -1.003
H -1.659 -2.228 0.503
H -1.365 -3.016 -1.060
H 2.144 1.058 -4.300
H 2.663 -0.145 -5.463
H 3.706 -0.181 -2.591
H 4.520 0.691 -3.903
H 4.319 -1.067 -3.970
H -2.279 -0.123 -3.414
H -2.421 -1.461 -4.548
H -0.609 0.988 -4.900
H -2.078 0.627 -5.814
H -0.635 -0.393 -5.988
O -4.487 -4.252 2.990
P -4.424 -5.726 2.777
O -3.723 -5.872 1.308
C -2.336 -5.573 1.181
C -1.458 -6.632 1.826
O -5.981 -6.043 2.377
C -7.021 -5.104 2.652
C -7.281 -4.210 1.456
O -4.222 -7.329 3.139
C -4.113 -7.680 4.536
C -5.371 -7.340 5.313
H -2.130 -4.585 1.606
H -2.121 -5.525 0.113
H -1.568 -6.624 2.914
H -0.407 -6.454 1.594
H -1.736 -7.626 1.480
H -6.788 -4.518 3.542
H -7.920 -5.680 2.880
H -6.357 -3.790 1.058
H -7.951 -3.391 1.724
H -7.740 -4.783 0.648
H -3.246 -7.173 4.969
H -3.923 -8.751 4.579
H -5.537 -6.258 5.348
H -5.296 -7.702 6.338
H -6.247 -7.785 4.841
*
```

ORCA calculation (ωB97M-V/def2-TZVPD) on a 2-piece molecular cluster, C9H14O overall at a distorted geometry.

Output
E_LUMO: 0.8 eV
relative energy (zero: lowest compared OMol25 entry of this formula, charge and spin): 166.1 kJ/mol
gap between HOMO and LUMO: 9.4 eV

ORCA input file:
```
! RIJCOSX wB97M-V def2-TZVPD def2/J DEFGRID3
* xyz 0 1
C -2.064 1.444 -0.740
C -0.820 0.877 0.054
C -1.079 -0.080 1.003
C 0.003 -0.535 1.835
C 1.278 -0.274 1.498
O 2.458 -0.679 2.060
C 1.521 0.723 0.528
C 0.471 1.298 -0.127
H -1.895 1.979 -1.614
H -2.598 2.184 -0.174
H -2.527 0.487 -1.002
H -2.056 -0.415 1.338
H -0.183 -1.329 2.576
H 2.184 -1.398 2.736
H 2.556 1.111 0.317
H 0.743 2.181 -0.750
C 0.077 -1.050 -2.686
C -1.371 -1.181 -2.204
H 0.794 -1.442 -1.900
H 0.221 -1.692 -3.614
H 0.297 -0.093 -3.155
H -2.038 -1.940 -2.712
H -1.858 -0.258 -2.315
H -1.398 -1.281 -1.176
*
```

What is the E_LUMO in the first record?
-3.6 eV